(1)
{"formula": "C28H26N2O2S", "method": "ωB97M-V/def2-TZVPD", "total_charge": 0, "homo_ev": -6.34, "spin_multiplicity": 1, "homo_lumo_gap_ev": 5.51, "elements": ["C", "H", "N", "H", "H", "H", "C", "C", "C", "H", "C", "C", "H", "H", "C", "H", "O", "S", "C", "H", "C", "H", "C", "O", "C", "H", "N", "C", "H", "C", "C", "C", "C", "H", "C", "C", "H", "C", "H", "H", "H", "C", "H", "C", "C", "H", "H", "C", "H", "H", "C", "C", "C", "H", "H", "C", "H", "C", "H"], "positions_angstrom": [[0.057, -1.965, 3.129], [1.244, -0.734, 4.460], [1.045, -4.201, 3.972], [-4.886, 1.834, 1.073], [-0.938, 2.631, 1.866], [-0.109, 2.933, -0.339], [-0.817, 0.430, 2.006], [-1.374, -0.791, 1.557], [0.868, -0.416, -3.656], [4.096, -1.226, -3.099], [3.337, 3.608, 1.733], [2.965, -1.755, -4.846], [-1.436, 1.605, -2.168], [-2.780, 4.111, 1.333], [0.533, -0.753, 3.634], [-2.259, -0.134, -3.910], [-0.473, 2.010, -5.503], [-2.606, 1.806, 0.466], [0.552, -3.194, 3.653], [3.778, -2.319, -5.294], [0.228, 1.976, 0.124], [-1.883, 4.025, -0.217], [-0.882, -1.991, 2.090], [-2.385, 2.281, -4.214], [-1.303, 0.215, -4.325], [0.744, -0.027, -0.726], [-0.278, 0.271, -3.280], [3.455, 1.215, 1.998], [1.790, 4.374, 0.449], [-3.993, 1.592, 1.664], [-1.411, 1.691, -4.748], [0.056, 0.428, 3.102], [3.928, 2.484, 2.331], [2.045, 0.065, 0.828], [0.682, -1.004, -4.922], [-0.482, 1.016, -2.147], [-3.892, 2.224, 2.561], [3.151, -1.142, -3.618], [-3.617, 3.850, -0.243], [-0.727, -0.281, -6.414], [1.598, -2.148, -6.504], [1.741, -1.683, -5.535], [4.860, 2.583, 2.892], [2.115, -0.409, -3.020], [-0.712, -0.731, -5.404], [3.794, 4.598, 1.893], [-1.321, -1.655, -5.419], [0.232, 0.910, -0.945], [3.959, 0.319, 2.369], [-1.283, -2.955, 1.736], [-0.963, 1.679, 1.173], [1.669, 2.185, 0.643], [-2.724, 3.628, 0.345], [-4.046, 0.533, 1.930], [0.355, 1.377, 3.546], [2.245, 3.455, 0.880], [-2.194, -0.837, 0.823], [2.393, 1.061, 1.093], [2.249, 0.175, -2.126]], "lowdin_charge": [-0.2312, 0.1319, 0.1679, 0.0723, 0.1536, 0.1235, -0.2417, -0.0294, -0.1479, 0.0940, -0.0870, -0.1089, 0.1167, 0.0760, -0.0137, 0.1392, -0.0158, 1.1108, -0.1765, 0.0936, -0.2439, 0.0626, -0.0011, -0.0805, -0.1886, 0.0889, -0.0089, -0.0788, 0.1212, -0.2021, -0.7019, -0.0293, -0.0875, 0.1101, -0.1419, -0.0351, 0.0771, -0.0969, 0.0726, 0.1294, 0.1085, -0.0209, 0.1052, -0.0059, -0.0610, 0.1099, 0.1183, -0.1045, 0.1090, 0.1342, -0.3989, -0.1655, -0.2162, 0.0547, 0.1306, -0.0367, 0.1114, -0.0445, 0.0794]}

---

(2)
{"formula": "C2H3ClFP", "method": "ωB97M-V/def2-TZVPD", "total_charge": 0, "homo_ev": [-8.57, -8.52], "spin_multiplicity": 1, "homo_lumo_gap_ev": [7.46, 7.27], "elements": ["H", "F", "Cl", "H", "C", "C", "P", "H"], "positions_angstrom": [[0.433, -0.785, 1.690], [-0.810, 1.699, -0.708], [-0.384, -0.396, -2.760], [0.459, -1.497, -0.955], [0.327, -0.506, -1.190], [0.422, 0.241, 1.492], [-0.588, 0.287, 0.074], [0.141, 0.956, 2.357]], "lowdin_charge": [-0.0383, -0.3151, 0.5427, -0.0339, -0.7387, -0.2256, 0.7667, 0.0422]}

---

(3)
{"formula": "C38H39N4O4P2ReS", "method": "ωB97M-V/def2-TZVPD", "total_charge": 3, "homo_ev": [-16.66, -16.66], "spin_multiplicity": 2, "homo_lumo_gap_ev": [6.59, 5.31], "s_squared": 0.760, "elements": ["C", "C", "H", "C", "C", "C", "H", "H", "N", "H", "O", "H", "H", "C", "H", "H", "C", "C", "C", "H", "C", "C", "H", "Re", "C", "C", "H", "H", "H", "H", "H", "H", "H", "H", "H", "C", "H", "C", "C", "H", "N", "O", "O", "H", "C", "H", "C", "H", "C", "C", "H", "C", "P", "H", "C", "H", "N", "H", "N", "C", "C", "C", "H", "C", "H", "H", "P", "C", "C", "H", "C", "C", "H", "C", "C", "C", "C", "S", "H", "C", "C", "H", "H", "H", "C", "C", "H", "O", "H"], "positions_angstrom": [[-0.734, 2.569, 2.653], [-0.245, -3.150, -3.298], [2.598, 7.374, 0.825], [-0.008, 2.258, -4.512], [-1.641, 2.886, 1.508], [0.786, -3.288, 1.585], [3.539, 3.388, -3.461], [-1.095, 1.726, 3.251], [-0.475, -3.067, 2.098], [3.486, 1.724, 1.067], [1.006, -5.489, 2.086], [-1.846, -5.781, -2.378], [0.990, 0.533, 4.357], [-2.909, -5.720, -2.151], [2.027, 2.345, -1.784], [-0.997, 1.932, -4.804], [0.783, -2.465, -2.665], [-1.446, -2.516, -3.586], [0.602, -1.138, -2.330], [-3.083, 1.237, -2.025], [3.354, 1.159, 1.981], [2.603, 5.697, 2.153], [3.136, 6.211, 2.937], [-0.187, 0.591, 0.196], [-2.619, 3.850, 1.284], [-2.520, -4.472, 1.904], [2.455, 3.873, 3.265], [0.564, 3.880, -0.592], [-0.605, 3.428, 3.318], [-3.778, 4.311, -0.549], [-2.748, -5.512, 2.110], [0.518, 2.946, -6.461], [-2.219, -3.041, -4.126], [-1.695, -3.590, 3.695], [-4.159, -5.537, -0.380], [-0.804, -1.806, 1.795], [-2.859, -1.633, 1.419], [2.550, 3.069, -3.749], [2.126, 1.201, 2.653], [1.717, -2.960, -2.451], [-1.467, 2.171, 0.345], [-2.727, -3.021, -0.276], [2.507, -4.516, 0.884], [1.427, -0.555, -1.917], [4.393, 0.420, 2.511], [5.033, -0.844, 4.114], [0.846, 2.825, -5.440], [2.782, 3.652, -5.794], [-0.627, -0.507, -2.589], [-2.121, -1.208, 2.106], [-3.417, -3.879, 2.064], [1.712, 2.495, -2.811], [0.850, 2.102, 1.767], [-3.398, -6.601, -2.570], [-2.338, 2.654, -0.606], [-0.096, -4.178, -3.584], [0.201, -1.201, 1.147], [-0.706, -4.895, 2.989], [1.490, -4.544, 1.522], [1.489, 3.732, 1.340], [1.198, -2.117, 1.012], [2.997, -0.228, 4.367], [-2.718, -6.583, -0.177], [-3.051, 3.704, -0.049], [5.347, 0.401, 2.007], [-3.338, -4.835, -2.615], [-0.635, 1.221, -2.047], [2.288, 6.351, 0.972], [-2.315, 2.017, -1.954], [-2.493, 2.749, -2.745], [1.144, 4.392, 0.166], [-1.659, -1.200, -3.207], [-2.989, 4.568, 1.991], [0.436, 2.097, -3.199], [1.563, 5.698, -0.017], [4.216, -0.270, 3.703], [2.213, 4.384, 2.343], [-2.196, -4.320, 0.090], [2.875, -0.744, 5.307], [-3.120, -5.694, -0.658], [-1.332, -4.030, 2.759], [-2.420, -1.436, 3.130], [-2.604, -0.719, -3.412], [-2.128, -0.123, 1.975], [1.938, 0.497, 3.839], [2.120, 3.224, -5.059], [1.312, 6.214, -0.928], [-0.783, -4.446, -0.165], [2.135, -1.900, 0.532]], "mulliken_spin": [0.0657, -0.0002, -0.0001, 0.0044, 0.2633, -0.0005, 0.0000, 0.0274, 0.0000, 0.0000, 0.0000, 0.0000, 0.0016, 0.0000, 0.0008, -0.0008, 0.0002, 0.0013, -0.0006, 0.0437, -0.0010, 0.0015, 0.0000, -0.0070, 0.1059, 0.0000, 0.0003, 0.0093, 0.0031, 0.0031, 0.0000, 0.0000, 0.0000, 0.0000, 0.0000, -0.0007, -0.0001, -0.0002, 0.0042, 0.0000, 0.0188, 0.0002, 0.0000, -0.0002, 0.0005, 0.0000, -0.0003, 0.0000, -0.0003, 0.0047, 0.0000, -0.0038, 0.0283, 0.0000, 0.2782, 0.0000, -0.0042, 0.0000, 0.0000, 0.0022, 0.0009, 0.0006, 0.0000, 0.0677, -0.0001, 0.0000, 0.0297, -0.0003, 0.0449, 0.0116, -0.0206, 0.0001, 0.0005, 0.0010, 0.0041, -0.0003, 0.0094, -0.0001, -0.0001, 0.0000, -0.0001, -0.0005, 0.0008, 0.0016, -0.0002, 0.0000, 0.0003, 0.0000, 0.0001]}

---

(4)
{"formula": "C12H20F7O6S", "method": "ωB97M-V/def2-TZVPD", "total_charge": 1, "homo_ev": -13.19, "spin_multiplicity": 1, "homo_lumo_gap_ev": 8.58, "elements": ["H", "H", "C", "S", "F", "H", "H", "H", "O", "F", "C", "C", "O", "O", "H", "F", "C", "H", "O", "H", "H", "H", "H", "C", "C", "H", "C", "C", "H", "F", "O", "H", "C", "F", "H", "H", "C", "C", "O", "F", "H", "H", "C", "H", "H", "F"], "positions_angstrom": [[1.004, -2.625, -1.921], [-1.377, -3.195, -1.339], [-3.620, 0.729, -0.492], [0.494, 0.904, 2.425], [2.409, 0.876, -4.067], [-0.061, 1.746, 3.335], [0.077, -3.038, -3.358], [6.547, -0.155, 3.024], [5.270, 1.280, 1.348], [-3.599, 1.809, -1.278], [-4.735, -0.244, -0.938], [1.320, 1.119, -3.331], [0.474, -1.065, -3.197], [1.231, -0.150, -1.282], [-1.939, -1.878, -2.376], [0.308, 1.418, -4.144], [-7.067, -0.543, -0.973], [4.279, 0.402, 2.968], [1.979, 1.044, 2.756], [2.394, 0.767, 0.693], [5.588, 2.565, 2.962], [-7.894, 0.161, -0.943], [-7.384, -1.335, 1.001], [-7.295, -1.696, -0.024], [-1.117, -2.219, -1.750], [-6.472, -2.408, -0.064], [4.226, 0.521, 1.883], [6.137, 1.873, 2.312], [-8.214, -2.216, -0.291], [-3.786, 1.137, 0.775], [-5.907, 0.238, -0.585], [6.826, 2.486, 1.737], [6.926, 0.859, 3.148], [1.563, 2.173, -2.547], [6.884, 1.112, 4.207], [4.230, -0.457, 1.401], [2.910, 1.222, 1.539], [0.995, -0.119, -2.461], [-4.498, -1.249, -1.541], [0.080, -0.399, 3.150], [3.039, 2.292, 1.412], [7.978, 0.851, 2.872], [0.164, -2.323, -2.545], [-6.944, -0.880, -2.001], [-0.998, -1.520, -0.929], [-2.425, 0.130, -0.573]], "lowdin_charge": [0.1261, 0.0937, -0.5297, 1.2158, 0.1790, 0.0599, 0.1305, 0.0758, -0.1369, 0.1796, -0.4071, -0.5449, 0.0596, 0.1214, 0.0812, 0.1820, -0.1781, 0.1328, -0.3661, 0.0916, 0.1178, 0.1284, 0.0851, -0.0562, -0.0589, 0.0780, -0.2004, -0.2382, 0.0878, 0.1572, 0.0424, 0.1222, -0.0597, 0.1609, 0.0777, 0.1413, -0.0589, -0.4006, 0.1693, -0.2256, 0.1405, 0.0778, -0.1665, 0.1281, 0.0508, 0.1338]}

---

(5)
{"formula": "C5H8O", "method": "ωB97M-V/def2-TZVPD", "total_charge": 0, "homo_ev": -8.69, "spin_multiplicity": 1, "homo_lumo_gap_ev": 9.80, "elements": ["H", "H", "H", "H", "C", "H", "H", "C", "O", "C", "H", "C", "C", "H"], "positions_angstrom": [[-2.406, -0.430, 0.904], [2.415, 0.079, 1.041], [0.730, -1.756, 0.744], [-0.659, -0.277, -1.596], [-0.623, -0.714, -0.601], [2.391, -0.544, -0.621], [-0.644, 1.733, -0.357], [1.811, 0.003, 0.132], [-0.341, -0.113, 1.411], [-1.269, 0.868, -0.517], [1.620, 1.014, -0.241], [-1.443, -0.131, 0.514], [0.519, -0.728, 0.406], [-2.103, 0.995, -1.219]], "lowdin_charge": [0.1406, 0.0827, 0.1448, 0.1071, -0.0521, 0.0858, 0.1046, -0.0368, -0.0502, -0.0418, 0.0752, -0.3205, -0.3538, 0.1145]}

---

(6)
{"formula": "C4H4FNS", "method": "ωB97M-V/def2-TZVPD", "total_charge": 0, "homo_ev": [-8.83, -8.82], "spin_multiplicity": 1, "homo_lumo_gap_ev": [7.75, 7.72], "elements": ["C", "F", "C", "N", "H", "S", "H", "H", "H", "C", "C"], "positions_angstrom": [[-1.268, -0.252, 0.988], [1.012, 2.235, -0.592], [-1.081, -0.414, -0.463], [2.116, 0.307, 0.134], [-0.859, 0.801, 1.274], [2.778, -0.977, 0.656], [-0.461, -0.882, 1.410], [-2.236, -0.594, 1.415], [-0.741, -0.860, -2.667], [-1.112, -0.634, -1.625], [1.853, 1.269, -0.531]], "lowdin_charge": [-0.1174, 0.1380, -0.2559, -0.5802, 0.1024, 0.6324, 0.0563, 0.0874, 0.0624, 0.0648, -0.1902]}

---

Number 1: F_max 4.54 eV/Å. Number 2: F_max 3.85 eV/Å. Number 3: F_max 2.36 eV/Å. Number 4: F_max 0.54 eV/Å. Number 5: F_max 2.15 eV/Å. Number 6: F_max 4.50 eV/Å.